(1)
# H2NO4P

One molecule with the formula H2NO4P at a distorted geometry (ωB97M-V/def2-TZVPD, the OMol25 dataset).

Summary:
* gap between HOMO and LUMO (alpha / beta): 0.3158 / 0.3158 hartree
* molecular weight: 111.0 g/mol
* strongest force on any atom: 0.1389 hartree/bohr

Last column: natural (NBO) charge in e.
Element x y z (Å)
N: 0.933 0.147 -0.326  0.19
O: 1.721 -0.673 -0.679  -0.25
O: 1.304 1.512 0.128  -0.52
O: -0.933 -1.535 -0.028  -0.99
O: -1.377 1.037 0.025  -0.97
P: -0.453 -0.135 0.711  1.51
H: -0.274 -2.216 -0.001  0.51
H: -0.921 1.863 0.169  0.53


(2)
# C63H57N6O6SiY

C63H57N6O6SiY as an isolated structure at a distorted geometry (ωB97M-V/def2-TZVPD, the OMol25 dataset).

Summary:
* gap between HOMO and LUMO (alpha / beta): 0.1430 / 0.1425 hartree
* molecular weight: 1111.2 g/mol
* total charge: -2
* strongest force on any atom: 0.0333 hartree/bohr

Last column: Mulliken charge in e.
Element x y z (Å)
Y: -0.094 0.307 -0.533  0.57
C: -8.239 5.703 -1.410  -0.79
O: -8.311 4.348 -1.775  -0.50
C: -7.063 3.711 -1.705  0.37
C: -6.827 2.806 -0.676  -0.86
C: -5.599 2.199 -0.556  -0.65
C: -4.546 2.491 -1.436  0.57
C: -4.821 3.374 -2.491  -0.45
C: -6.055 3.979 -2.623  -0.76
C: -3.222 1.923 -1.203  1.17
C: -2.117 2.776 -1.193  0.27
C: -2.213 4.221 -1.185  -1.83
C: -0.976 4.706 -0.950  -1.81
C: -0.082 3.574 -0.849  0.64
N: -0.809 2.417 -1.001  0.71
C: 1.272 3.632 -0.549  0.08
C: 2.070 2.440 -0.287  0.54
C: 3.439 2.280 -0.545  -1.24
C: 3.823 1.087 0.058  -0.70
C: 2.677 0.560 0.677  0.76
C: 2.587 -0.555 1.581  0.78
C: 3.798 -0.954 2.277  0.09
C: 4.744 -0.010 2.694  -1.01
C: 5.922 -0.377 3.311  -0.51
C: 6.197 -1.720 3.537  0.68
O: 7.365 -2.198 4.121  -0.47
C: 8.427 -1.297 4.244  -0.86
C: 5.252 -2.675 3.172  -1.10
C: 4.083 -2.301 2.549  0.09
C: 1.382 -1.186 1.904  0.19
N: 0.207 -1.120 1.193  0.90
C: -0.742 -1.801 1.913  0.10
C: -2.088 -1.957 1.550  0.75
C: -2.914 -2.899 2.281  0.59
C: -2.412 -4.149 2.687  0.00
C: -3.174 -5.046 3.401  -0.94
C: -4.494 -4.750 3.718  0.38
O: -5.244 -5.714 4.405  -0.49
C: -5.701 -5.306 5.666  -0.81
C: -5.029 -3.531 3.307  -0.82
C: -4.255 -2.631 2.608  -0.58
C: -2.719 -1.181 0.511  0.23
C: -3.946 -1.464 -0.116  -1.06
C: -4.247 -0.378 -0.921  -1.41
C: -3.203 0.552 -0.757  -0.08
N: -2.248 0.032 0.079  -0.48
C: -0.150 -2.283 3.136  -1.62
C: 1.156 -1.918 3.119  -1.82
N: 1.599 1.379 0.430  -0.70
C: 1.915 4.889 -0.200  -0.11
C: 1.781 6.095 -0.906  -0.52
C: 2.289 7.279 -0.408  -0.58
C: 2.972 7.308 0.804  0.69
O: 3.387 8.558 1.265  -0.48
C: 3.704 8.654 2.625  -0.82
C: 3.193 6.111 1.477  -0.73
C: 2.684 4.934 0.973  -0.35
H: -9.262 6.047 -1.251  0.26
H: -7.771 6.306 -2.198  0.27
H: -7.669 5.835 -0.482  0.32
H: -7.618 2.603 0.033  0.41
H: -5.414 1.517 0.259  0.56
H: -4.042 3.576 -3.215  0.52
H: -6.250 4.660 -3.443  0.42
H: -3.124 4.785 -1.280  0.49
H: -0.700 5.735 -0.808  0.50
H: 4.057 2.946 -1.126  0.54
H: 4.801 0.633 0.033  0.64
H: 4.538 1.038 2.541  0.55
H: 6.618 0.391 3.618  0.41
H: 8.637 -0.790 3.293  0.36
H: 9.298 -1.887 4.534  0.25
H: 8.245 -0.539 5.018  0.29
H: 5.468 -3.714 3.375  0.42
H: 3.372 -3.053 2.238  0.65
H: -1.408 -4.431 2.408  0.28
H: -2.765 -6.001 3.706  0.45
H: -6.108 -6.197 6.145  0.26
H: -6.490 -4.548 5.597  0.27
H: -4.884 -4.909 6.280  0.32
H: -6.059 -3.289 3.537  0.35
H: -4.688 -1.690 2.305  0.54
H: -4.533 -2.360 -0.014  0.78
H: -5.109 -0.270 -1.558  0.51
H: -0.670 -2.787 3.931  0.64
H: 1.891 -2.067 3.891  0.66
H: 1.278 6.097 -1.863  0.64
H: 2.152 8.215 -0.933  0.38
H: 2.896 8.273 3.263  0.36
H: 3.847 9.717 2.832  0.24
H: 4.630 8.118 2.873  0.27
H: 3.735 6.093 2.412  0.29
H: 2.837 4.018 1.522  0.50
C: -2.728 -0.340 -4.197  -1.90
C: -1.785 -0.850 -3.121  1.12
O: -0.857 -0.105 -2.739  -0.55
C: -2.033 -2.140 -2.612  -1.59
C: -1.208 -2.876 -1.774  1.82
C: -1.815 -3.976 -0.962  -1.98
N: 0.128 -2.776 -1.741  1.52
N: 0.818 -2.330 -2.886  -1.11
C: 1.588 -1.280 -2.785  -0.40
O: 1.639 -0.446 -1.842  -0.08
C: 2.576 -1.198 -3.903  0.40
C: 3.594 -0.256 -3.831  -0.15
C: 4.586 -0.232 -4.795  -0.85
C: 4.570 -1.148 -5.835  -0.40
C: 3.556 -2.091 -5.909  -0.88
C: 2.564 -2.119 -4.948  -0.37
H: -2.749 0.746 -4.179  0.27
H: -2.359 -0.668 -5.168  0.49
H: -3.729 -0.727 -4.046  0.38
H: -3.022 -2.541 -2.774  0.29
H: -1.442 -4.943 -1.299  0.50
H: -1.549 -3.838 0.082  -0.03
H: -2.898 -3.950 -1.038  0.47
H: 3.592 0.434 -3.000  0.41
H: 5.375 0.505 -4.733  0.41
H: 5.354 -1.138 -6.584  0.36
H: 3.547 -2.807 -6.722  0.38
H: 1.776 -2.854 -4.981  0.38
C: 0.977 -4.721 0.558  -0.91
Si: 1.362 -3.888 -1.114  0.60
C: 1.535 -5.260 -2.459  -1.39
C: 3.082 -3.097 -0.936  -0.87
H: 1.904 -5.134 0.945  0.60
H: 0.268 -5.539 0.487  0.41
H: 0.612 -4.005 1.285  -0.05
H: 2.542 -5.670 -2.461  0.36
H: 1.348 -4.836 -3.441  0.32
H: 0.847 -6.089 -2.314  0.34
H: 3.720 -3.708 -0.303  0.48
H: 3.029 -2.108 -0.492  -0.03
H: 3.570 -2.993 -1.901  0.38


- Which of these has the lowest molecular weight?
  H2NO4P